[1]
{"formula": "C24H41NP2Pt", "method": "ωB97M-V/def2-TZVPD", "elements": ["Pt", "C", "C", "C", "C", "C", "C", "H", "H", "H", "C", "H", "H", "H", "C", "H", "H", "H", "C", "H", "H", "H", "C", "H", "H", "H", "C", "C", "C", "C", "C", "C", "C", "C", "H", "H", "H", "H", "H", "H", "H", "H", "H", "H", "H", "H", "P", "C", "C", "P", "C", "C", "C", "H", "H", "H", "H", "H", "H", "H", "H", "H", "H", "H", "H", "H", "H", "N", "C"], "positions_angstrom": [[2.32, -0.95, 0.32], [-0.52, -0.74, 2.73], [-0.20, -1.69, 1.78], [1.75, -1.08, 2.96], [0.68, -0.34, 3.43], [1.27, -1.99, 1.86], [-1.88, -0.30, 3.10], [-2.54, -0.22, 2.24], [-1.86, 0.69, 3.58], [-2.36, -0.99, 3.82], [0.76, 0.66, 4.52], [0.07, 1.49, 4.33], [1.78, 1.05, 4.58], [0.50, 0.23, 5.50], [3.10, -1.12, 3.54], [3.11, -1.59, 4.54], [3.47, -0.10, 3.66], [3.78, -1.65, 2.87], [1.66, -3.43, 1.85], [1.30, -3.95, 2.76], [2.75, -3.53, 1.79], [1.22, -3.94, 0.99], [-1.15, -2.43, 0.93], [-1.69, -3.20, 1.50], [-0.62, -2.92, 0.10], [-1.91, -1.76, 0.51], [-2.81, 2.82, 0.95], [-3.84, 1.95, 1.02], [-4.17, 0.92, -0.02], [-4.19, 1.43, -1.51], [-2.94, 1.17, -2.26], [-1.83, 0.64, -1.61], [-1.31, 1.20, -0.28], [-1.67, 2.68, -0.02], [-5.15, 0.50, 0.23], [-4.41, 2.52, -1.53], [-3.50, 0.05, 0.08], [-1.92, 3.17, -0.98], [-2.75, 3.68, 1.62], [-4.56, 2.00, 1.84], [-0.76, 3.18, 0.35], [-1.63, 0.59, 0.57], [-1.75, -0.47, -1.65], [-0.20, 1.11, -0.23], [-5.04, 0.94, -2.02], [-3.00, 1.17, -3.36], [0.32, 0.77, -2.47], [0.15, 2.52, -3.00], [-0.21, 0.05, -4.07], [2.79, -0.89, -1.71], [2.17, 0.66, -2.51], [1.91, -2.20, -2.64], [4.49, -0.99, -2.35], [0.63, 3.21, -2.29], [-0.90, 2.79, -3.11], [0.63, 2.61, -3.99], [0.35, 0.56, -4.87], [-1.28, 0.23, -4.21], [-0.02, -1.03, -4.10], [4.53, -0.65, -3.39], [4.82, -2.04, -2.31], [5.16, -0.38, -1.75], [2.57, 1.50, -1.91], [2.52, 0.77, -3.55], [2.38, -3.15, -2.36], [2.02, -2.07, -3.73], [0.84, -2.24, -2.37], [3.67, 1.76, 0.98], [3.13, 0.74, 0.76]], "lowdin_spin": [0.63, 0.21, 0.32, 0.31, 0.25, 0.33, 0.03, 0.00, 0.00, 0.01, 0.04, 0.01, 0.00, 0.01, 0.05, 0.02, 0.01, 0.00, 0.07, 0.02, 0.01, 0.01, 0.05, 0.02, 0.00, 0.01, 0.00, 0.00, 0.01, 0.06, 0.39, 0.09, 0.03, 0.01, 0.00, 0.03, 0.00, 0.00, 0.00, 0.00, 0.00, 0.00, 0.02, 0.01, 0.01, 0.02, 0.22, 0.01, 0.00, 0.18, 0.09, 0.07, 0.02, 0.00, 0.00, 0.00, 0.00, 0.00, 0.00, 0.00, 0.00, 0.00, 0.00, 0.01, 0.00, 0.01, 0.01, 0.09, 0.16], "charge": 2, "s_squared": 6.06, "spin_multiplicity": 5, "orbital_gap_ev": [5.9, 5.6], "e_above_lowest_kcal_mol": 28.5, "e_lumo_ev": [-7.14, -8.88], "molar_mass_g_mol": 600.625}



[2]
{"formula": "C8H18ClN5", "method": "ωB97M-V/def2-TZVPD", "elements": ["C", "C", "C", "C", "C", "C", "C", "C", "N", "N", "N", "N", "N", "Cl", "H", "H", "H", "H", "H", "H", "H", "H", "H", "H", "H", "H", "H", "H", "H", "H", "H", "H"], "positions_angstrom": [[-0.61, -1.86, -2.77], [-0.46, -2.98, -0.75], [-1.03, -0.86, -0.75], [-1.92, 2.46, 0.47], [2.09, 0.01, 2.66], [2.75, 1.94, 1.36], [-2.33, 1.25, -0.37], [1.99, 0.70, 1.43], [-1.15, -0.74, -2.06], [-0.78, -3.12, -2.03], [-0.45, -1.85, -0.12], [-1.55, 0.05, 0.03], [1.38, 0.28, 0.39], [0.10, -4.42, 0.00], [-1.13, -1.99, -3.69], [-0.90, 2.65, 0.34], [-2.36, 3.41, 0.12], [-2.24, 2.10, 1.40], [1.99, -1.05, 2.67], [3.04, 0.33, 3.24], [1.22, 0.43, 3.25], [2.99, 2.32, 2.42], [2.28, 2.70, 0.70], [3.82, 1.52, 0.93], [-3.50, 1.06, -0.28], [-2.06, 1.31, -1.50], [0.48, -1.76, -2.94], [-1.42, 0.05, -2.60], [-1.01, -4.07, -2.42], [0.82, -0.52, 0.36], [-1.59, -0.09, 1.05], [1.52, 0.76, -0.54]], "nbo_charge": [-0.06, 0.50, 0.64, -0.62, -0.72, -0.70, -0.21, 0.49, -0.58, -0.57, -0.63, -0.53, -0.65, 0.15, 0.25, 0.20, 0.27, 0.22, 0.27, 0.29, 0.30, 0.28, 0.26, 0.31, 0.25, 0.17, 0.20, 0.45, 0.48, 0.42, 0.43, 0.42], "charge": 2, "orbital_gap_ev": 10.6, "e_above_lowest_kcal_mol": 0.0, "e_lumo_ev": -6.78, "molar_mass_g_mol": 219.720}



[3]
{"formula": "C9H21N3O3", "method": "ωB97M-V/def2-TZVPD", "elements": ["C", "N", "C", "C", "O", "H", "H", "H", "H", "H", "H", "H", "C", "N", "C", "C", "O", "H", "H", "H", "H", "H", "H", "H", "C", "N", "C", "C", "O", "H", "H", "H", "H", "H", "H", "H"], "positions_angstrom": [[-6.15, -0.96, -0.56], [-4.90, -1.60, -0.92], [-3.90, -1.76, 0.11], [-4.60, -1.87, -2.22], [-3.51, -2.23, -2.63], [-5.98, -0.03, -0.02], [-6.75, -1.68, 0.00], [-6.73, -0.64, -1.43], [-3.81, -0.81, 0.63], [-4.28, -2.46, 0.86], [-2.98, -2.20, -0.26], [-5.47, -1.73, -2.88], [4.76, 0.97, 1.22], [4.35, 1.78, 2.37], [2.97, 1.72, 2.82], [5.03, 2.95, 2.55], [4.64, 3.90, 3.20], [4.54, 1.47, 0.27], [4.27, 0.00, 1.24], [5.84, 0.86, 1.30], [2.50, 2.63, 3.18], [2.33, 1.40, 1.98], [2.87, 0.94, 3.58], [6.01, 2.96, 2.04], [0.30, -1.10, -2.39], [0.61, -0.23, -1.27], [1.93, 0.35, -1.22], [-0.25, -0.07, -0.24], [-0.02, 0.49, 0.81], [-0.76, -1.31, -2.48], [0.76, -2.09, -2.27], [0.62, -0.62, -3.31], [2.66, -0.03, -1.93], [1.86, 1.42, -1.44], [2.42, 0.22, -0.26], [-1.18, -0.64, -0.42]], "nbo_charge": [-0.41, -0.43, -0.42, 0.54, -0.63, 0.20, 0.20, 0.21, 0.20, 0.20, 0.24, 0.11, -0.41, -0.44, -0.44, 0.54, -0.60, 0.18, 0.21, 0.21, 0.24, 0.21, 0.20, 0.10, -0.41, -0.44, -0.42, 0.54, -0.63, 0.23, 0.19, 0.20, 0.21, 0.21, 0.21, 0.11], "smiles": "CN(C)C=O.CN(C)C=O.CN(C)C=O", "orbital_gap_ev": 9.8, "e_above_lowest_kcal_mol": 36.7, "e_lumo_ev": 0.64, "molar_mass_g_mol": 219.285}



[4]
{"formula": "C32H62O47S12", "method": "ωB97M-V/def2-TZVPD", "elements": ["C", "C", "C", "C", "C", "O", "S", "O", "O", "C", "C", "C", "C", "C", "H", "H", "H", "H", "H", "H", "H", "H", "H", "H", "H", "H", "H", "H", "H", "H", "H", "H", "O", "S", "O", "O", "C", "C", "O", "H", "H", "H", "H", "O", "S", "O", "O", "C", "C", "O", "H", "H", "H", "H", "O", "S", "O", "O", "C", "C", "O", "H", "H", "H", "H", "O", "S", "O", "O", "C", "C", "O", "H", "H", "H", "H", "O", "S", "O", "O", "C", "C", "O", "H", "H", "H", "H", "O", "S", "O", "O", "C", "C", "O", "H", "H", "H", "H", "O", "S", "O", "O", "C", "C", "O", "H", "H", "H", "H", "O", "S", "O", "O", "C", "C", "O", "H", "H", "H", "H", "O", "S", "O", "O", "C", "C", "O", "H", "H", "H", "H", "O", "S", "O", "O", "C", "C", "O", "H", "H", "H", "H", "O", "S", "O", "O", "C", "C", "O", "H", "H", "H", "H"], "positions_angstrom": [[-5.17, 2.09, -2.84], [-3.85, 1.88, -2.84], [-2.88, 2.49, -1.84], [-3.31, 2.34, -0.36], [-2.53, 1.18, 0.30], [-2.09, 1.48, 1.65], [-0.98, 2.61, 1.61], [0.15, 2.24, 0.78], [-0.63, 2.84, 2.97], [-1.79, 4.03, 0.86], [-1.63, 5.32, 1.71], [-2.88, 5.76, 2.49], [-3.33, 4.76, 3.58], [-3.22, 3.67, 0.44], [-5.64, 2.22, -3.81], [-5.80, 2.16, -1.97], [-3.42, 1.26, -3.63], [-2.80, 3.55, -2.11], [-1.90, 2.02, -2.01], [-4.36, 2.05, -0.34], [-3.16, 0.29, 0.34], [-1.64, 0.89, -0.28], [-1.24, 4.21, -0.07], [-0.83, 5.19, 2.44], [-1.30, 6.12, 1.04], [-2.58, 6.67, 3.02], [-3.71, 6.07, 1.84], [-4.29, 4.31, 3.32], [-3.49, 5.32, 4.51], [-2.56, 4.02, 3.80], [-3.60, 4.43, -0.25], [-3.90, 3.58, 1.28], [5.14, 6.66, 1.11], [4.11, 6.01, 0.38], [3.48, 6.64, -0.73], [2.99, 5.53, 1.41], [2.80, 4.11, 1.28], [4.14, 3.57, 0.83], [4.62, 4.56, -0.09], [2.02, 3.93, 0.55], [2.53, 3.68, 2.25], [4.06, 2.60, 0.34], [4.84, 3.49, 1.66], [5.49, -1.71, -0.62], [4.14, -1.46, -0.99], [3.70, -1.62, -2.33], [3.76, -0.01, -0.48], [2.60, -0.08, 0.41], [2.71, -1.45, 1.03], [3.19, -2.30, -0.03], [1.70, 0.03, -0.20], [2.64, 0.71, 1.14], [1.77, -1.82, 1.42], [3.45, -1.45, 1.83], [7.28, -0.58, 4.09], [6.97, -0.58, 2.70], [5.66, -0.27, 2.24], [7.43, -1.98, 2.08], [8.36, -1.76, 1.00], [9.05, -0.46, 1.37], [8.02, 0.35, 1.94], [7.79, -1.67, 0.08], [9.05, -2.60, 0.92], [9.49, 0.03, 0.50], [9.82, -0.62, 2.13], [1.52, -2.95, 3.69], [0.57, -3.67, 2.92], [-0.15, -3.07, 1.86], [-0.45, -4.39, 3.92], [-0.44, -5.81, 3.71], [0.96, -6.10, 3.21], [1.28, -4.99, 2.36], [-1.19, -6.05, 2.95], [-0.67, -6.34, 4.63], [1.03, -7.03, 2.65], [1.68, -6.13, 4.03], [1.34, 0.30, 2.82], [1.74, 1.19, 3.85], [1.24, 2.51, 3.95], [3.35, 1.25, 3.81], [3.89, 0.86, 5.07], [2.87, -0.10, 5.64], [1.60, 0.45, 5.26], [4.00, 1.75, 5.69], [4.86, 0.38, 4.93], [2.95, -0.20, 6.72], [2.96, -1.09, 5.18], [-8.15, 1.27, -2.80], [-9.02, 0.31, -3.37], [-10.17, -0.16, -2.68], [-8.15, -0.93, -3.87], [-8.34, -1.15, -5.27], [-8.67, 0.22, -5.82], [-9.48, 0.83, -4.81], [-9.18, -1.84, -5.39], [-7.45, -1.58, -5.71], [-9.20, 0.17, -6.77], [-7.77, 0.83, -5.95], [-6.58, 6.52, 0.12], [-6.69, 5.13, 0.36], [-6.12, 4.17, -0.51], [-8.24, 4.78, 0.59], [-8.43, 4.17, 1.87], [-7.32, 4.74, 2.73], [-6.19, 4.82, 1.85], [-8.33, 3.09, 1.75], [-9.42, 4.40, 2.25], [-7.09, 4.11, 3.59], [-7.56, 5.75, 3.07], [0.59, -10.26, 2.99], [1.91, -9.73, 3.00], [2.32, -8.76, 3.95], [2.24, -9.19, 1.53], [3.42, -9.83, 1.02], [3.43, -11.19, 1.69], [2.96, -10.93, 3.03], [4.29, -9.24, 1.31], [3.37, -9.90, -0.06], [4.41, -11.65, 1.72], [2.72, -11.88, 1.21], [6.95, -6.58, -1.16], [6.92, -6.39, 0.24], [7.78, -7.11, 1.11], [5.40, -6.58, 0.74], [4.96, -5.39, 1.42], [5.75, -4.27, 0.79], [7.05, -4.83, 0.57], [5.19, -5.50, 2.48], [3.88, -5.27, 1.30], [5.81, -3.39, 1.43], [5.33, -3.98, -0.17], [1.90, -3.12, -8.77], [1.76, -2.45, -7.53], [0.59, -1.72, -7.21], [3.04, -1.52, -7.32], [3.71, -1.86, -6.10], [3.41, -3.33, -5.90], [2.05, -3.48, -6.34], [3.29, -1.26, -5.29], [4.77, -1.66, -6.18], [3.51, -3.65, -4.86], [4.04, -3.96, -6.53], [-4.56, 4.41, -7.11], [-4.57, 4.65, -5.71], [-3.74, 3.92, -4.82], [-6.08, 4.57, -5.19], [-6.45, 5.79, -4.55], [-5.61, 6.85, -5.22], [-4.34, 6.21, -5.44], [-6.21, 5.70, -3.48], [-7.52, 5.97, -4.66], [-5.49, 7.74, -4.61], [-6.02, 7.13, -6.20]], "lowdin_charge": [-0.01, -0.17, -0.14, -0.26, -0.15, -0.19, 0.67, -0.28, -0.29, -0.29, -0.17, -0.23, -0.08, -0.14, 0.05, 0.04, 0.10, 0.12, 0.11, 0.12, 0.14, 0.11, 0.13, 0.11, 0.12, 0.11, 0.09, 0.04, 0.07, 0.06, 0.12, 0.10, -0.23, 0.60, -0.22, -0.18, -0.16, -0.15, -0.19, 0.12, 0.12, 0.12, 0.14, -0.24, 0.59, -0.22, -0.18, -0.14, -0.16, -0.18, 0.14, 0.09, 0.08, 0.12, -0.22, 0.60, -0.22, -0.21, -0.15, -0.14, -0.17, 0.12, 0.14, 0.14, 0.14, -0.22, 0.59, -0.20, -0.18, -0.14, -0.16, -0.19, 0.14, 0.14, 0.11, 0.13, -0.22, 0.62, -0.22, -0.20, -0.16, -0.15, -0.17, 0.14, 0.12, 0.14, 0.12, -0.22, 0.60, -0.22, -0.18, -0.16, -0.16, -0.19, 0.13, 0.14, 0.14, 0.13, -0.21, 0.59, -0.21, -0.18, -0.15, -0.15, -0.22, 0.14, 0.14, 0.14, 0.14, -0.21, 0.59, -0.22, -0.20, -0.15, -0.15, -0.18, 0.13, 0.14, 0.14, 0.14, -0.22, 0.60, -0.22, -0.20, -0.14, -0.17, -0.18, 0.14, 0.13, 0.11, 0.11, -0.22, 0.60, -0.22, -0.19, -0.16, -0.16, -0.19, 0.13, 0.14, 0.13, 0.13, -0.21, 0.60, -0.21, -0.20, -0.15, -0.16, -0.18, 0.13, 0.14, 0.14, 0.13], "smiles": "C=CC[C@H]1COS(=O)(=O)[C@H](CCC)C1.O=S1(=O)OCCO1.O=S1(=O)OCCO1.O=S1(=O)OCCO1.O=S1(=O)OCCO1.O=S1(=O)OCCO1.O=S1(=O)OCCO1.O=S1(=O)OCCO1.O=S1(=O)OCCO1.O=S1(=O)OCCO1.O=S1(=O)OCCO1.O=S1(=O)OCCO1", "orbital_gap_ev": 8.4, "e_lumo_ev": 0.18, "molar_mass_g_mol": 1583.605}



[5]
{"formula": "C5H10O", "method": "ωB97M-V/def2-TZVPD", "elements": ["C", "C", "O", "C", "C", "C", "H", "H", "H", "H", "H", "H", "H", "H", "H", "H"], "positions_angstrom": [[-0.30, -1.82, 0.38], [-0.31, 0.14, -0.63], [-0.79, -0.31, -1.80], [1.08, 0.66, -0.30], [0.40, 1.63, 0.71], [-0.93, 1.03, 0.28], [0.02, -1.94, 1.42], [0.46, -2.32, -0.25], [-1.26, -2.33, 0.23], [-0.22, -1.02, -2.12], [1.80, -0.07, 0.09], [1.50, 1.17, -1.18], [0.56, 2.69, 0.46], [0.70, 1.47, 1.76], [-1.96, 1.35, 0.35], [-0.75, -0.32, 0.59]], "nbo_charge": [-1.01, 0.46, -0.65, -0.45, -0.38, -0.55, 0.21, 0.19, 0.20, 0.49, 0.23, 0.23, 0.21, 0.20, 0.23, 0.41], "orbital_gap_ev": 7.8, "e_above_lowest_kcal_mol": 132.1, "e_lumo_ev": 0.81, "molar_mass_g_mol": 86.134}



Number 1: strongest force on any atom 4.9 eV Å⁻¹. Number 2: strongest force on any atom 3.5 eV Å⁻¹. Number 3: strongest force on any atom 1.6 eV Å⁻¹. Number 4: strongest force on any atom 2.5 eV Å⁻¹. Number 5: strongest force on any atom 0.4 eV Å⁻¹.